[1]
A molecular structure, C19H33CsIN14O6S5, computed with wB97M-V/def2-TZVPD.

Computed properties:
* Kohn-Sham gap: 5.39 eV
* energy above the lowest of the compared OMol25 structures with the same formula, charge and spin: 0.0 kJ/mol
* LUMO energy: 1.7 eV
* multiplicity: 1
* charge: -1

Atoms and positions in Å:
Cs (-0.27, -1.06, 0.66)
C (2.90, -3.87, 3.54)
N (2.78, -2.46, 3.85)
C (2.25, -2.14, 5.16)
C (2.71, -1.50, 2.88)
O (2.41, -0.35, 3.10)
C (3.10, -1.97, 1.47)
O (2.84, -0.92, 0.59)
C (3.02, -1.27, -0.77)
C (2.41, -0.16, -1.62)
O (1.80, 0.75, -1.08)
N (2.58, -0.25, -2.96)
C (3.08, -1.46, -3.60)
C (1.73, 0.57, -3.81)
H (3.25, -4.39, 4.44)
H (3.62, -4.05, 2.75)
H (1.93, -4.30, 3.26)
H (2.88, -2.61, 5.92)
H (1.23, -2.52, 5.27)
H (2.25, -1.07, 5.30)
H (2.51, -2.86, 1.21)
H (4.16, -2.26, 1.46)
H (2.52, -2.21, -1.01)
H (4.09, -1.35, -0.99)
H (2.26, -2.18, -3.74)
H (3.88, -1.92, -3.03)
H (3.48, -1.19, -4.58)
H (1.37, 1.42, -3.24)
H (0.86, -0.02, -4.13)
H (2.29, 0.92, -4.67)
N (0.09, 1.61, 3.97)
N (-1.27, 1.25, 4.10)
C (-1.73, 0.01, 3.89)
N (-3.05, -0.17, 3.86)
N (-0.76, -0.91, 3.71)
N (-1.10, -2.19, 3.48)
O (-2.19, -2.66, 3.80)
O (-0.22, -2.87, 2.95)
H (0.65, 0.79, 4.21)
H (0.27, 1.80, 2.98)
H (-1.93, 2.00, 3.99)
H (-3.63, 0.63, 3.65)
H (-3.38, -1.12, 3.76)
S (-4.32, -2.93, -6.30)
C (-3.47, -2.54, -4.93)
S (-1.93, -3.17, -4.50)
C (-1.59, -2.20, -3.06)
C (-2.58, -1.33, -2.73)
S (-2.67, -0.14, -1.44)
S (-4.01, -1.43, -3.75)
S (-0.07, -2.53, -2.29)
C (-4.61, 2.05, 0.67)
C (-3.38, 2.32, 1.50)
N (-2.22, 2.36, 0.84)
O (-3.46, 2.49, 2.73)
H (-4.78, 2.90, 0.01)
H (-5.46, 1.92, 1.32)
H (-4.46, 1.17, 0.04)
H (-2.15, 2.20, -0.16)
H (-1.36, 2.62, 1.32)
N (-3.58, 1.70, -3.98)
C (-2.40, 1.62, -4.63)
N (-2.39, 1.01, -5.84)
N (-1.28, 2.15, -4.21)
C (-1.26, 2.80, -3.07)
N (-1.14, 3.38, -2.08)
H (-4.32, 1.12, -4.33)
H (-3.48, 1.58, -2.96)
H (-3.06, 0.27, -6.01)
H (-1.47, 0.87, -6.24)
I (5.07, 3.01, 0.65)
C (3.01, 3.12, 0.61)
C (2.22, 3.56, -0.42)
N (0.96, 3.39, -0.03)
N (0.87, 2.84, 1.19)
C (2.12, 2.67, 1.59)
H (2.48, 3.95, -1.40)
H (0.13, 3.49, -0.62)
H (2.35, 2.22, 2.54)

***

[2]
A gas-phase ion, C19H33N2OS (charge +1), computed with wB97M-V/def2-TZVPD.

Computed properties:
* Kohn-Sham gap: 4.08 eV
* LUMO energy: -5.2 eV
* multiplicity: 1
* charge: +1

Atoms and positions in Å:
O (3.36, -1.15, 0.82)
C (4.64, -1.29, 0.10)
C (5.55, 0.03, -0.24)
C (4.81, 1.47, -0.06)
C (3.35, 1.59, -0.87)
C (2.24, 1.97, 0.27)
C (0.76, 2.43, -0.37)
C (-0.33, 2.07, 0.85)
C (-1.65, 3.04, 0.84)
C (-2.44, 3.12, -0.60)
C (-2.67, 1.67, -1.34)
C (-3.87, 0.80, -0.57)
C (-4.44, -0.29, -1.65)
C (-5.45, -1.43, -1.04)
N (-4.88, -1.89, 0.30)
C (-5.66, -1.79, 1.62)
C (-4.56, -2.37, 2.73)
C (-3.16, -2.79, 1.95)
C (-3.46, -2.47, 0.37)
C (4.68, -2.43, -1.11)
N (4.54, -3.81, -0.44)
C (4.97, -3.92, 0.88)
S (5.68, -2.22, 1.40)
H (3.57, -1.20, 1.81)
H (6.50, 0.05, 0.49)
H (5.96, -0.02, -1.34)
H (4.64, 1.81, 1.06)
H (5.48, 2.33, -0.54)
H (3.12, 0.63, -1.50)
H (3.44, 2.48, -1.65)
H (2.60, 2.86, 0.97)
H (1.98, 1.07, 1.01)
H (0.77, 3.59, -0.59)
H (0.49, 1.79, -1.32)
H (0.27, 2.26, 1.86)
H (-0.58, 0.92, 0.80)
H (-1.37, 4.12, 1.26)
H (-2.41, 2.60, 1.64)
H (-3.51, 3.57, -0.37)
H (-1.86, 3.86, -1.30)
H (-2.95, 1.86, -2.46)
H (-1.70, 0.99, -1.34)
H (-3.34, 0.32, 0.37)
H (-4.68, 1.54, -0.14)
H (-5.01, 0.32, -2.50)
H (-3.55, -0.88, -2.18)
H (-5.61, -2.33, -1.80)
H (-6.52, -0.96, -0.85)
H (-6.75, -1.43, 1.84)
H (-4.71, -2.51, 3.90)
H (-2.15, -3.22, 2.36)
H (-2.71, -2.63, -0.51)
H (3.77, -2.24, -1.87)
H (5.72, -2.33, -1.66)
H (4.13, -4.69, -0.88)
H (4.95, -4.87, 1.57)

***

[3]
C19H33NO2 in the gas phase, computed with wB97M-V/def2-TZVPD.

Computed properties:
* Kohn-Sham gap: 8.76 eV
* SMILES: CC1(C)[C@@H]2CC[C@@H](C2)[C@@H]1C[C@H]1OC[C@@H](CN2CCCCC2)O1
* energy above the lowest of the compared OMol25 structures with the same formula, charge and spin: 3.3 kJ/mol
* LUMO energy: 0.9 eV
* multiplicity: 1
* charge: 0

Atoms and positions in Å:
C (-4.14, 0.69, 0.65)
C (-3.03, 1.16, 1.59)
C (-3.59, 1.08, 3.02)
C (-2.55, 2.60, 1.30)
C (-2.28, 2.79, -0.20)
C (-1.05, 1.89, -0.42)
C (-0.69, 1.41, 0.99)
C (-1.12, 2.61, 1.83)
C (-1.70, 0.35, 1.49)
C (-1.75, -0.95, 0.69)
C (-0.50, -1.81, 0.91)
O (-0.72, -3.09, 0.38)
C (0.55, -3.61, 0.10)
C (1.36, -2.37, -0.33)
C (1.41, -2.22, -1.87)
N (2.28, -1.24, -2.46)
C (2.02, 0.15, -2.18)
C (2.77, 0.70, -0.97)
C (4.27, 0.45, -1.13)
C (4.52, -1.04, -1.34)
C (3.69, -1.54, -2.53)
O (0.64, -1.30, 0.26)
H (-3.78, 0.53, -0.36)
H (-4.57, -0.24, 1.01)
H (-4.93, 1.44, 0.62)
H (-2.90, 1.50, 3.74)
H (-3.78, 0.04, 3.29)
H (-4.53, 1.62, 3.09)
H (-3.22, 3.36, 1.71)
H (-3.12, 2.53, -0.83)
H (-2.03, 3.84, -0.39)
H (-1.26, 1.06, -1.10)
H (-0.22, 2.45, -0.85)
H (0.34, 1.08, 1.08)
H (-1.04, 2.43, 2.90)
H (-0.58, 3.52, 1.59)
H (-1.39, 0.08, 2.50)
H (-1.85, -0.78, -0.38)
H (-2.59, -1.56, 1.03)
H (-0.28, -1.89, 2.00)
H (0.99, -4.06, 1.00)
H (0.45, -4.36, -0.68)
H (2.37, -2.39, 0.08)
H (1.69, -3.19, -2.29)
H (0.39, -1.99, -2.20)
H (0.95, 0.28, -2.04)
H (2.33, 0.72, -3.07)
H (2.41, 0.20, -0.07)
H (2.57, 1.77, -0.87)
H (4.81, 0.81, -0.25)
H (4.63, 1.00, -2.00)
H (4.25, -1.58, -0.43)
H (5.58, -1.22, -1.53)
H (3.82, -2.62, -2.65)
H (4.08, -1.05, -3.43)

***

Number 1: molar mass 973.71 g/mol. Number 2: molar mass 337.55 g/mol. Number 3: molar mass 307.48 g/mol.